A molecular structure, C28H40F6O2SbSeTi, computed with ωB97M-V/def2-TZVPD.

The geometry in XYZ format:
```
79
Properties=species:S:1:pos:R:3:mulliken_charge:R:1
C 3.145 -2.049 -2.806 -1.83
H 3.275 -1.822 -1.746 0.23
F 4.195 2.489 0.456 -0.61
F 3.782 2.947 -1.853 -0.65
H -0.937 -2.569 -3.259 0.41
H 3.572 -0.091 2.229 0.23
H -4.908 -1.266 -1.408 0.48
H -3.640 1.984 5.158 0.44
C 1.323 -3.651 -2.332 -1.63
Se 0.503 2.529 -1.138 0.18
H -2.759 0.551 4.641 0.40
H 3.761 -2.923 -3.023 0.52
H -3.420 -0.244 -4.709 0.39
C -0.413 0.960 3.116 0.16
C 1.691 -2.394 -3.139 2.04
O 2.264 0.521 -2.270 -0.60
F 4.904 0.876 -1.182 -0.64
H 3.442 -1.645 3.044 0.62
F 6.316 2.841 -2.568 -0.47
C 0.073 1.946 0.649 -0.44
C 1.661 -0.474 3.227 2.10
H 1.852 -1.816 -5.234 0.37
C -3.863 -0.142 -3.716 -1.67
C -3.865 -0.950 -1.342 -1.68
C -3.810 1.810 2.456 -1.60
Ti 2.872 1.406 -0.927 0.89
C -3.377 -2.528 -3.202 -2.14
C -3.190 -1.092 -2.715 1.96
H 2.666 1.128 4.314 0.36
O 2.052 0.744 0.402 0.08
H 2.828 -0.472 5.048 0.48
H 2.630 -1.411 1.502 0.25
H -0.041 -1.505 4.160 0.31
C -2.608 2.267 3.296 2.01
C -0.681 -1.582 -2.905 -0.01
C 1.591 -2.694 -4.641 -1.67
H -1.889 1.936 5.332 0.42
Sb 5.561 2.722 -0.908 2.43
H -4.741 2.082 2.958 0.47
C 2.895 -0.920 2.439 -1.91
H -1.784 4.146 4.030 0.38
H -4.443 -2.743 -3.280 0.44
H 1.328 -3.443 -1.260 0.31
C 0.842 -1.731 3.562 -1.62
H -4.927 -0.375 -3.792 0.45
H -3.816 2.280 1.470 0.34
H -2.939 -2.683 -4.191 0.42
H -2.614 4.301 2.477 0.32
H 0.513 -2.236 2.651 0.34
F 5.702 4.475 -0.404 -0.47
H -3.550 4.100 3.954 0.46
C -1.327 1.849 2.577 -0.48
C -2.719 1.642 4.685 -2.08
F 6.949 2.034 0.065 -0.48
C -1.715 -0.715 -2.586 -0.67
H 0.586 -3.008 -4.924 0.31
H -2.945 -3.253 -2.509 0.41
H 2.056 -4.435 -2.530 0.48
H -0.605 0.570 4.105 0.43
C -1.059 2.358 1.299 -0.65
H 3.528 -1.219 -3.398 0.35
H 0.342 -4.048 -2.595 0.34
C -1.369 0.551 -2.106 -0.57
H -3.367 -1.571 -0.594 0.35
H -2.128 1.259 -1.795 0.46
H 1.458 -2.427 4.132 0.48
H 1.314 0.417 5.202 0.32
C -0.042 0.878 -1.998 0.35
C -2.635 3.795 3.443 -1.68
H -3.858 0.083 -0.988 0.37
C 0.688 -1.285 -2.795 -0.63
C 0.969 1.039 1.221 0.40
C 2.140 0.195 4.525 -1.70
H -1.731 3.063 0.825 0.55
H -3.801 0.727 2.317 0.36
C 0.978 -0.004 -2.365 1.46
C 0.761 0.517 2.479 -0.33
H 2.280 -3.500 -4.904 0.46
H -3.771 0.901 -3.409 0.32
```

Its total charge is +1. Its spin multiplicity is 1.

2 unconnected molecules or ions with the total composition C20H39F3N6O7P, computed with ωB97M-V/def2-TZVPD.

The geometry in XYZ format:
```
76
Properties=species:S:1:pos:R:3:mulliken_charge:R:1
C -4.778 1.014 3.769 -0.09
H -5.226 0.568 4.662 0.38
H 0.599 1.528 -0.802 0.58
N 0.220 -0.992 -1.911 0.52
H 2.127 1.888 -4.002 0.48
H -2.902 1.279 1.042 0.04
H 0.212 -2.105 1.300 0.29
O 5.578 0.792 3.423 -0.61
O 3.888 -0.149 -3.137 -0.43
H -0.503 -0.325 -0.078 -0.03
P -0.962 -3.503 -4.756 0.43
C 2.654 2.095 1.901 -1.69
C -0.280 -1.268 -0.568 -1.07
C -2.371 -0.739 2.992 -0.57
H 3.177 1.533 5.062 0.29
H -6.573 2.058 3.151 0.39
C 1.472 1.127 -1.320 -0.95
C -3.844 -1.041 2.744 -0.99
H -1.495 -2.488 -5.555 0.10
H 3.078 -0.136 -0.581 0.52
H 3.865 -0.085 4.940 0.31
H 0.340 -3.767 -5.191 0.08
C -5.468 3.000 1.159 -0.68
O -1.817 -4.685 -4.592 -0.63
H -1.881 -1.699 3.172 0.40
O -4.904 3.072 2.451 -0.32
H -5.103 3.858 0.598 0.23
H 2.573 2.951 1.232 0.49
C 2.131 0.868 -4.376 -1.39
H 4.721 2.072 1.639 0.28
O -0.182 -4.069 -0.728 -0.42
N -4.816 0.042 2.686 -0.28
C 3.411 0.723 4.373 -0.93
C 0.007 -1.648 -3.062 0.57
C 0.654 -2.085 0.301 0.31
H -3.756 1.317 4.034 0.10
H -3.917 -1.591 1.801 0.39
C 4.426 1.154 3.353 0.69
H 4.796 -0.479 -3.132 0.36
C 3.594 0.399 -4.412 -0.11
H 0.123 -4.919 -1.094 0.36
C -1.983 1.189 1.626 -0.36
H 3.361 1.571 -0.466 0.67
H -6.559 3.043 1.196 0.33
H -4.757 0.512 1.794 0.20
C -5.542 2.278 3.442 -0.85
H 2.008 2.285 2.755 0.43
H -2.074 1.777 2.541 0.39
N -0.738 -2.749 -3.240 -0.07
O 1.881 -4.107 0.129 -0.55
H -5.173 2.093 0.614 0.26
O -1.659 -0.165 1.898 -0.22
H 2.534 -0.060 1.663 0.63
H -5.575 2.884 4.349 0.40
N 1.040 0.073 -2.239 0.17
F 3.320 -0.303 -6.666 -0.27
H -4.158 -1.735 3.531 0.40
H -1.167 1.610 1.031 0.10
F 5.183 -0.767 -5.665 -0.26
C 3.860 -0.648 -5.494 0.72
H 4.257 1.245 -4.589 0.42
C 2.180 0.840 1.167 0.71
H -1.209 -3.198 -2.466 0.26
H 1.635 -1.642 0.397 -0.09
C 2.597 0.806 -0.325 -1.08
C 1.287 -0.030 -3.546 0.72
N 0.652 -1.071 -4.076 -0.57
H 2.474 0.366 3.947 0.22
H -2.211 -0.137 3.893 0.38
N 4.030 2.046 2.378 -0.14
H 1.799 1.916 -1.992 0.19
H 1.088 0.812 1.240 -0.54
F 3.390 -1.849 -5.158 -0.24
H -1.233 -1.781 -0.669 0.66
H 1.716 0.845 -5.380 0.47
C 0.878 -3.513 -0.109 0.13
```

Its total charge is +1. Its spin multiplicity is 1.

2 unconnected molecules or ions with the total composition C4H11N3O2, computed with ωB97M-V/def2-TZVPD.

The geometry in XYZ format:
```
20
Properties=species:S:1:pos:R:3:mulliken_charge:R:1
O -1.071 3.084 -2.480 -0.55
H 2.646 -0.830 1.420 0.20
H 0.817 0.712 -2.448 0.28
C 0.830 1.692 -1.988 -0.74
C -0.628 2.112 -1.934 0.64
H -0.692 -3.369 0.668 0.26
H 1.670 0.510 0.940 0.16
H -0.768 0.271 0.729 0.19
N 1.739 -0.410 1.339 -0.40
N -0.584 -0.628 1.149 -0.65
H 1.185 -2.456 2.746 0.25
N 0.716 -2.418 1.853 -0.34
H -2.337 1.370 -1.374 0.31
H -1.337 -2.874 2.198 0.30
H 1.276 2.355 -2.711 0.32
C 0.545 -1.110 1.401 0.57
O -1.377 1.215 -1.294 -0.41
H -0.179 -4.296 2.042 0.31
H 1.352 1.807 -1.043 0.14
C -0.446 -3.290 1.733 -0.83
```

As for the SMILES: [H]/N=C(\N)NC.CC(=O)O. Its spin multiplicity is 1. The energy above the lowest of the compared OMol25 structures with the same formula, charge and spin comes out at 0.917 eV.

3 unconnected molecules or ions with the total composition CH9N3O2, computed with ωB97M-V/def2-TZVPD.

The geometry in XYZ format:
```
15
Properties=species:S:1:pos:R:3:mulliken_charge:R:1
N -0.055 0.623 1.537 -0.51
N 1.646 -0.230 0.038 -0.54
H 2.193 -1.102 -0.109 0.30
H 1.048 0.222 -0.671 0.26
O -1.486 2.194 -0.725 -0.66
O -0.924 -1.001 -2.761 -0.64
H -0.820 0.212 2.171 0.23
H 0.116 -1.582 2.353 0.17
H -0.963 -1.576 -3.532 0.30
H -1.691 1.403 -1.228 0.30
N 0.962 -1.439 1.860 -0.75
H -0.991 -1.634 -1.989 0.34
H -2.315 2.691 -1.070 0.32
H -0.483 1.264 0.829 0.26
C 0.886 -0.355 1.182 0.62
```

As for the SMILES: N=C(N)N.O.O. Its spin multiplicity is 1. The energy above the lowest of the compared OMol25 structures with the same formula, charge and spin comes out at 1.215 eV.

Computed Kohn-Sham gap, in the same sequence as the records: 0.2768 0.3073 0.3537 0.3198 Eh.